C3H4NO | ωB97M-V with the def2-TZVPD basis set

```
! wB97M-V def2-TZVPD RIJCOSX def2/J DEFGRID3
* xyz 1 1
C 2.402 0.460 -0.281
C -0.424 1.045 -0.809
C 0.141 -0.630 0.890
N -0.181 0.209 -0.079
O 3.438 0.735 0.038
H 0.559 -1.582 0.643
H -1.023 1.776 -1.308
H -0.889 -0.826 1.395
H 0.977 -0.136 1.489
*
```

Its orbital gap is 12.3 eV. The energy above the lowest of the compared OMol25 structures with the same formula, charge and spin is 1.3350 eV. As for the HOMO energy: -17.50 eV. Its LUMO energy is -0.19260 hartree.

Here are the Löwdin charges for atoms 1 to 4, given in e:
1 C 0.0336
2 C 0.3193
3 C -0.0723
4 N -0.0075